1.
Formula: C32H54F2HgN7O8S2
Source: the OMol25 dataset
Level of theory: the ωB97M-V functional and the def2-TZVPD basis

The geometry in XYZ format:
```
106
C32H54F2HgN7O8S2 (the ωB97M-V functional and the def2-TZVPD basis)
Hg -7.945 2.540 20.397
N -7.644 -0.659 19.534
S -7.723 -1.572 18.291
O -9.007 -2.107 17.948
O -6.568 -2.214 17.727
F -7.826 -0.231 17.325
S -7.715 -2.052 20.558
O -6.558 -2.942 20.604
O -9.013 -2.584 20.925
F -7.443 -1.160 21.896
N -10.768 -6.278 19.046
C -11.400 -7.200 19.855
C -10.661 -8.398 19.753
C -9.670 -8.247 18.835
C -9.775 -6.922 18.387
H -11.001 -5.303 18.922
H -12.241 -6.874 20.448
H -10.742 -9.349 20.258
H -8.994 -9.028 18.521
H -9.111 -6.367 17.740
N -2.979 -6.398 24.516
C -2.834 -7.104 25.727
C -2.552 -6.270 26.792
C -2.562 -4.997 26.229
C -2.807 -5.075 24.832
H -3.110 -6.824 23.610
H -3.162 -8.131 25.783
H -2.386 -6.563 27.818
H -2.481 -4.019 26.679
H -2.785 -4.343 24.038
N -7.108 -3.295 11.097
C -8.288 -3.404 10.436
C -9.303 -3.644 11.370
C -8.676 -3.641 12.606
C -7.334 -3.399 12.438
H -6.216 -3.155 10.644
H -8.225 -3.287 9.364
H -10.368 -3.775 11.244
H -9.194 -3.743 13.548
H -6.516 -3.333 13.140
N -3.137 -6.278 19.594
C -1.908 -6.790 19.963
C -2.017 -8.145 20.132
C -3.288 -8.474 19.663
C -3.999 -7.316 19.471
H -3.325 -5.286 19.566
H -1.007 -6.217 20.122
H -1.307 -8.817 20.590
H -3.677 -9.482 19.658
H -5.050 -7.227 19.239
N -14.660 0.605 24.718
C -13.626 0.505 25.632
C -12.790 -0.527 25.126
C -13.353 -0.951 23.898
C -14.480 -0.196 23.620
H -15.467 1.209 24.785
H -13.625 1.068 26.554
H -11.875 -0.895 25.566
H -12.898 -1.667 23.229
H -15.073 -0.139 22.719
N -7.115 -5.553 26.436
C -7.805 -5.548 27.599
C -9.163 -5.454 27.223
C -9.260 -5.344 25.832
C -7.982 -5.402 25.403
H -6.123 -5.646 26.269
H -7.296 -5.761 28.527
H -10.004 -5.453 27.901
H -10.093 -5.062 25.204
H -7.626 -5.374 24.384
C -3.434 0.717 21.893
C -3.857 2.069 22.474
O -5.267 2.068 22.675
H -2.437 0.663 21.458
H -4.085 0.457 21.059
H -3.655 0.004 22.688
H -3.713 2.789 21.668
H -3.304 2.432 23.341
H -5.312 1.893 23.618
C -13.443 2.402 19.083
C -12.168 2.236 18.165
O -11.095 3.066 18.619
H -13.210 1.935 20.040
H -14.289 1.884 18.631
H -13.858 3.382 19.320
H -12.425 2.359 17.113
H -11.852 1.194 18.214
H -11.541 3.915 18.665
C -10.403 4.016 24.667
C -11.046 3.595 23.379
O -10.407 2.390 22.928
H -10.580 3.395 25.545
H -10.717 5.041 24.864
H -9.328 4.036 24.489
H -10.920 4.379 22.632
H -12.115 3.387 23.426
H -10.806 1.656 23.400
C -6.604 4.230 15.533
C -6.025 4.829 16.767
O -5.755 3.867 17.757
H -7.607 3.839 15.708
H -5.922 3.557 15.014
H -6.859 5.010 14.815
H -6.771 5.541 17.119
H -5.133 5.429 16.585
H -5.026 3.356 17.396
```

Properties
net charge = +1
Kohn-Sham gap = 1.3 eV
HOMO = -9.74 eV

2.
Formula: C32H54N2O3P2Ru
Source: the OMol25 dataset
Level of theory: the ωB97M-V functional and the def2-TZVPD basis

The geometry in XYZ format:
```
94
C32H54N2O3P2Ru (the ωB97M-V functional and the def2-TZVPD basis)
Ru -0.627 -0.039 1.724
C 0.275 -1.259 3.424
C -1.102 -0.789 3.584
C -1.109 -2.801 2.381
C 0.217 -2.549 2.767
C -1.933 -1.681 2.775
C 1.454 -0.804 4.193
H 1.333 0.230 4.517
H 2.355 -0.894 3.577
H 1.609 -1.427 5.088
C 1.299 -3.544 2.748
H 2.281 -3.064 2.805
H 1.241 -4.156 1.837
H 1.206 -4.223 3.608
C -1.612 -4.099 1.898
H -1.782 -4.773 2.750
H -0.877 -4.580 1.234
H -2.561 -3.988 1.366
C -3.411 -1.734 2.792
H -3.770 -2.369 3.617
H -3.788 -2.175 1.864
H -3.838 -0.738 2.923
C -1.611 0.128 4.624
H -2.018 -0.426 5.482
H -2.419 0.752 4.222
H -0.814 0.777 5.001
C 1.807 4.548 -0.448
C 1.832 5.047 0.796
C 1.039 6.225 1.263
C -0.354 6.407 0.599
C -1.148 5.162 0.310
C -1.166 4.568 -0.893
C -0.224 4.868 -2.028
C 1.210 5.295 -1.607
H 1.590 7.170 1.098
H -0.238 7.020 -0.309
H 0.907 6.141 2.356
H 1.226 6.376 -1.411
H 2.377 3.647 -0.700
H 2.563 4.681 1.522
H 1.861 5.144 -2.483
H -0.155 3.966 -2.662
H -1.921 3.813 -1.126
H -0.611 5.676 -2.671
H -0.942 7.022 1.298
H -1.833 4.839 1.102
P 1.018 1.228 0.981
P -1.936 0.214 -0.064
C 0.260 1.923 -0.531
C -0.836 1.092 -1.225
H 1.056 2.159 -1.246
H -0.141 2.886 -0.196
H -1.455 1.707 -1.892
H -0.345 0.331 -1.848
C -2.510 -1.328 -0.826
H -3.208 -1.839 -0.153
H -1.644 -1.986 -0.983
H -3.013 -1.119 -1.780
C -3.379 1.180 0.440
H -3.721 1.818 -0.381
H -3.098 1.797 1.302
H -4.185 0.501 0.747
C 2.548 0.411 0.576
H 2.871 -0.152 1.463
H 3.308 1.153 0.296
H 2.351 -0.290 -0.256
C 1.076 2.353 2.392
H 0.129 2.303 2.955
H 1.230 3.374 2.051
H 1.895 2.048 3.054
C 3.055 -1.878 -4.222
C 1.583 -2.176 -4.421
C 0.928 -3.053 -3.330
C -0.561 -3.307 -3.664
C -0.868 -4.051 -4.956
C 1.692 -4.379 -3.190
O 2.333 -4.931 -4.081
N 1.596 -4.940 -1.938
C 0.910 -4.422 -0.824
O 0.693 -5.192 0.119
N 0.583 -3.103 -0.845
C 0.988 -2.401 -1.922
O 1.319 -1.195 -1.846
H 3.201 -1.382 -3.260
H 3.403 -1.220 -5.020
H 3.629 -2.810 -4.254
H 1.013 -1.241 -4.476
H 1.454 -2.692 -5.378
H -1.005 -3.856 -2.822
H -1.046 -2.318 -3.683
H -0.456 -5.071 -4.945
H -1.957 -4.120 -5.055
H -0.482 -3.516 -5.832
H 1.904 -5.901 -1.842
```

Properties
multiplicity = 5
net charge = +2
Kohn-Sham gap (spin up / spin down) = 8.0 / 4.3 eV
HOMO (spin up / spin down) = -13.65 / -13.71 eV

| no. | total energy (Ha) |
| --- | --- |
| 1 | -3385.78586 |
| 2 | -2363.90067 |